## i
{"formula": "C2H11NO5", "method": "the ωB97M-V functional and the def2-TZVPD basis", "species": ["O", "C", "O", "C", "N", "H", "H", "H", "H", "H", "H", "H", "O", "H", "H", "O", "H", "H", "O"], "positions_angstrom": [[1.961, 0.010, 0.558], [1.602, 0.071, 1.705], [2.549, 0.041, 2.716], [0.079, -0.065, 2.240], [-0.806, 0.000, 1.087], [3.148, 0.748, 2.696], [0.028, -1.252, 2.532], [-0.162, 0.598, 3.101], [-0.567, -0.597, 0.408], [-0.746, 0.994, 0.764], [-0.259, 0.225, -2.936], [-0.930, 0.615, -1.577], [-0.915, 0.004, -2.289], [0.805, 3.472, -1.260], [0.049, 2.494, -0.443], [-0.002, 3.076, -1.183], [-2.760, -2.964, -2.775], [-3.232, -3.066, -4.083], [-3.570, -3.294, -3.264]], "mulliken_charge": [-0.37, 0.58, -0.39, -0.40, -0.11, 0.35, 0.33, 0.38, 0.34, 0.27, 0.34, 0.27, -0.59, 0.31, 0.23, -0.55, 0.30, 0.30, -0.60], "spin_multiplicity": 2, "homo_lumo_gap_ha": [0.326, 0.123], "charge": 1, "s_squared": 0.76}



## ii
{"formula": "C2H11NO5", "method": "the ωB97M-V functional and the def2-TZVPD basis", "species": ["H", "O", "N", "H", "H", "H", "C", "H", "H", "C", "O", "O", "H", "O", "H", "H", "O", "H", "H"], "positions_angstrom": [[0.227, -0.608, 0.916], [0.402, 0.445, 1.601], [-0.208, -1.369, 0.001], [1.358, 0.744, 1.555], [-0.860, -2.051, 0.354], [0.656, -1.601, -0.559], [-1.191, -0.558, -0.826], [-1.403, -1.014, -1.854], [-2.316, -0.441, -0.436], [-0.413, 0.697, -1.262], [0.305, 0.677, -2.256], [-0.297, 1.734, -0.491], [-0.050, 1.213, 0.583], [-1.225, 0.088, 3.705], [-1.962, -0.441, 3.525], [-0.774, 0.365, 2.907], [2.197, -1.175, -1.477], [2.892, -0.960, -0.953], [2.263, -0.608, -2.183]], "mulliken_charge": [0.50, -0.99, -0.33, 0.35, 0.30, 0.37, -0.57, 0.36, 0.36, 0.64, -0.14, -0.43, 0.52, -0.64, 0.28, 0.41, -0.60, 0.30, 0.29], "spin_multiplicity": 2, "homo_lumo_gap_ha": [0.327, 0.157], "charge": 1, "s_squared": 0.76}



How far above the most stable structure does each one sit? In kcal/mol: i 10.3; ii 0.0.



## i
{"formula": "C6H10O2", "method": "the ωB97M-V functional and the def2-TZVPD basis", "species": ["O", "C", "C", "C", "C", "C", "O", "C", "H", "H", "H", "H", "H", "H", "H", "H", "H", "H"], "positions_angstrom": [[-1.157, -1.517, -0.337], [-0.724, -0.265, 0.339], [0.544, -0.473, 1.268], [1.714, -0.563, 0.161], [0.964, -0.209, -1.150], [-0.223, 0.735, -0.610], [0.381, 1.721, 0.206], [-1.735, 0.739, 0.051], [-1.667, -1.984, 0.167], [0.252, -1.356, 1.987], [0.775, 0.366, 2.152], [2.697, -0.047, 0.308], [1.809, -1.840, 0.255], [1.800, 0.215, -1.819], [0.913, -1.165, -1.826], [0.646, 2.477, -0.441], [-2.239, 0.306, -0.768], [-2.024, 1.614, 0.682]], "mulliken_charge": [-0.49, 0.88, -1.00, -0.30, -0.79, -0.11, -0.50, -0.70, 0.28, 0.36, 0.21, 0.36, 0.20, 0.30, 0.31, 0.34, 0.36, 0.29], "spin_multiplicity": 1, "homo_lumo_gap_ha": 0.346, "charge": 0}



## ii
{"formula": "C6H10O2", "method": "the ωB97M-V functional and the def2-TZVPD basis", "species": ["C", "C", "C", "C", "C", "C", "O", "O", "H", "H", "H", "H", "H", "H", "H", "H", "H", "H"], "positions_angstrom": [[1.138, -1.130, 0.406], [1.745, 0.199, -0.048], [-1.620, 0.128, -1.000], [-0.206, -0.075, -1.031], [1.807, 1.215, 1.114], [-2.627, -0.697, -0.170], [0.917, 0.708, -1.105], [-0.978, -0.595, -2.037], [1.502, -1.950, -0.101], [0.608, -0.986, 1.385], [2.828, 0.036, -0.449], [-1.991, 1.113, -1.383], [0.897, 1.448, 1.504], [2.212, 2.266, 0.734], [2.555, 0.892, 1.936], [-3.625, -0.356, -0.496], [-2.480, -0.482, 0.896], [-2.681, -1.733, -0.154]], "mulliken_charge": [-0.87, 0.57, -0.04, 0.55, -1.37, -1.32, -0.43, -0.45, 0.37, 0.29, 0.28, 0.40, 0.41, 0.28, 0.32, 0.31, 0.28, 0.42], "spin_multiplicity": 1, "homo_lumo_gap_ha": [0.328, 0.328], "charge": 0}



## iii
{"formula": "C6H10O2", "method": "the ωB97M-V functional and the def2-TZVPD basis", "species": ["C", "C", "C", "O", "C", "C", "C", "O", "H", "H", "H", "H", "H", "H", "H", "H", "H", "H"], "positions_angstrom": [[-0.952, 1.568, -1.669], [0.248, 1.173, -0.758], [0.690, -0.299, -0.270], [1.867, -0.455, -1.048], [-0.486, -1.392, -0.294], [-0.891, -0.779, 1.148], [0.582, -0.194, 1.233], [0.517, 0.974, 1.938], [-1.066, 2.488, -2.131], [-1.899, 1.047, -1.853], [1.252, 1.821, -0.742], [2.432, -1.117, -0.685], [-1.115, -1.582, -1.367], [0.232, -2.277, 0.079], [-1.051, -1.605, 1.834], [-1.538, 0.046, 1.204], [1.215, -1.015, 1.825], [-0.036, 1.600, 1.557]], "mulliken_charge": [-0.84, -0.70, 1.16, -0.53, -0.62, -0.58, -0.30, -0.55, 0.34, 0.23, 0.27, 0.34, 0.27, 0.23, 0.33, 0.30, 0.28, 0.37], "spin_multiplicity": 1, "homo_lumo_gap_ha": 0.367, "charge": 0}



How far above the most stable structure does each one sit? In kcal/mol: i 38.5; ii 2.7; iii 0.0.



## i
{"formula": "C5H14N4", "method": "the ωB97M-V functional and the def2-TZVPD basis", "species": ["C", "C", "C", "C", "C", "N", "N", "N", "N", "H", "H", "H", "H", "H", "H", "H", "H", "H", "H", "H", "H", "H", "H"], "positions_angstrom": [[-0.214, 0.049, 0.243], [0.927, 0.345, 1.078], [0.130, 0.975, -0.917], [-1.584, 0.387, 0.832], [1.451, 0.933, -1.672], [-0.113, -1.340, -0.369], [-0.884, -1.280, -1.570], [-0.635, -2.265, 0.590], [0.865, 0.880, 2.306], [1.903, 0.009, 0.759], [-0.274, 1.980, -0.803], [-0.657, 0.053, -1.665], [-0.270, -1.644, -2.298], [-1.642, -2.357, 0.427], [-0.237, -3.167, 0.350], [1.704, 1.169, 2.782], [-0.026, 1.118, 2.713], [-1.667, 1.448, 1.080], [-1.778, -0.210, 1.725], [-2.345, 0.168, 0.085], [1.282, 1.246, -2.705], [2.226, 1.589, -1.266], [1.840, -0.086, -1.704]], "mulliken_charge": [1.82, -0.60, -0.74, -2.23, -1.46, 0.14, -0.95, -0.69, -0.29, 0.42, 0.40, 0.45, 0.26, 0.25, 0.26, 0.25, 0.20, 0.50, 0.47, 0.49, 0.37, 0.31, 0.35], "spin_multiplicity": 1, "homo_lumo_gap_ha": 0.264, "charge": 0}



## ii
{"formula": "C5H14N4", "method": "the ωB97M-V functional and the def2-TZVPD basis", "species": ["H", "N", "C", "N", "C", "N", "C", "C", "C", "N", "H", "H", "H", "H", "H", "H", "H", "H", "H", "H", "H", "H", "H"], "positions_angstrom": [[0.610, 2.463, 0.771], [1.334, 1.729, 0.679], [0.726, 0.693, 0.338], [-1.061, 1.086, 0.199], [-1.486, 1.714, -1.039], [-2.050, 0.259, 0.761], [0.803, -0.724, 0.090], [0.420, -1.242, -1.277], [0.415, -1.600, 1.254], [2.600, -0.686, 0.041], [-2.418, 2.282, -0.899], [-0.732, 2.425, -1.385], [-1.675, 0.978, -1.835], [-2.853, 0.088, 0.155], [-2.396, 0.671, 1.624], [0.977, -2.158, -1.491], [-0.653, -1.446, -1.313], [0.634, -0.514, -2.063], [-0.679, -1.644, 1.330], [0.803, -2.611, 1.109], [0.798, -1.210, 2.200], [2.958, -0.800, 0.990], [2.927, 0.246, -0.240]], "mulliken_charge": [0.36, -0.67, 0.13, -0.12, -1.00, -0.58, 1.62, -1.50, -1.56, -0.81, 0.36, 0.30, 0.30, 0.21, 0.19, 0.40, 0.32, 0.33, 0.41, 0.40, 0.37, 0.26, 0.28], "spin_multiplicity": 1, "homo_lumo_gap_ha": 0.307, "charge": 0}



## iii
{"formula": "C5H14N4", "method": "the ωB97M-V functional and the def2-TZVPD basis", "species": ["C", "N", "N", "C", "C", "H", "H", "H", "H", "H", "H", "H", "H", "C", "C", "N", "N", "H", "H", "H", "H", "H", "H"], "positions_angstrom": [[-0.835, -0.842, 1.600], [0.233, -0.268, 0.741], [1.485, -0.437, 1.455], [0.470, -1.209, -0.909], [-0.557, -1.813, -1.556], [1.743, 0.463, 1.868], [2.216, -0.581, 0.760], [1.207, -1.887, -0.495], [-1.761, -0.915, 1.034], [-0.536, -1.844, 1.905], [-0.960, -0.217, 2.485], [-1.330, -1.283, -2.097], [-0.541, -2.867, -1.800], [-1.134, 1.547, -0.509], [-0.012, 1.186, 0.432], [1.206, 0.167, -1.542], [0.381, 2.018, 1.325], [0.958, 0.273, -2.520], [2.059, 0.582, -1.175], [-0.030, 2.942, 1.211], [-0.788, 2.369, -1.136], [-1.467, 0.719, -1.130], [-2.005, 1.895, 0.053]], "mulliken_charge": [-1.00, 0.49, -0.87, 0.09, -0.98, 0.32, 0.26, 0.21, 0.37, 0.30, 0.36, 0.22, 0.27, -1.27, 0.82, -0.49, -0.76, 0.22, 0.19, 0.29, 0.36, 0.22, 0.39], "spin_multiplicity": 1, "homo_lumo_gap_ha": 0.300, "charge": 0}



## iv
{"formula": "C5H14N4", "method": "the ωB97M-V functional and the def2-TZVPD basis", "species": ["C", "C", "N", "C", "N", "N", "H", "H", "H", "H", "H", "H", "H", "H", "H", "C", "C", "N", "H", "H", "H", "H", "H"], "positions_angstrom": [[0.731, 2.037, -0.239], [0.922, 0.640, 0.277], [1.609, 0.486, 1.462], [0.571, -0.499, -0.539], [1.036, -1.764, -0.051], [0.883, -0.351, -1.938], [0.726, 2.751, 0.584], [-0.205, 2.145, -0.786], [1.514, 2.268, -0.963], [1.816, -0.479, 1.690], [2.001, 1.297, 1.919], [0.690, -2.505, -0.659], [2.047, -1.814, 0.014], [0.446, 0.478, -2.324], [0.552, -1.172, -2.438], [-2.531, -1.171, -0.302], [-1.585, -0.209, 0.013], [-1.158, 0.003, 1.407], [-3.498, -0.858, -0.664], [-2.583, -2.106, 0.241], [-1.809, 0.773, -0.403], [-1.040, 0.934, 1.798], [-1.134, -0.883, 1.900]], "mulliken_charge": [-1.66, 0.06, -0.38, 0.92, -0.73, -0.63, 0.47, 0.39, 0.36, 0.22, 0.22, 0.29, 0.24, 0.22, 0.24, -1.01, 0.08, -0.40, 0.28, 0.26, 0.14, 0.21, 0.23], "spin_multiplicity": 1, "homo_lumo_gap_ha": [0.250, 0.250], "charge": 0}



How far above the most stable structure does each one sit? In kcal/mol: i 24.7; ii 0.0; iii 17.5; iv 10.4.



## i
{"formula": "C8H11NO2", "method": "the ωB97M-V functional and the def2-TZVPD basis", "species": ["C", "C", "C", "N", "C", "C", "C", "C", "O", "C", "O", "H", "H", "H", "H", "H", "H", "H", "H", "H", "H", "H"], "positions_angstrom": [[2.227, -0.512, -1.187], [1.322, -0.710, 0.058], [1.899, -0.013, 1.279], [0.015, -0.110, -0.235], [-0.170, 1.255, -0.160], [-1.419, 1.793, -0.167], [-2.569, 0.943, -0.068], [-2.396, -0.397, -0.077], [-3.402, -1.349, 0.090], [-1.038, -0.952, -0.040], [-0.793, -2.140, 0.062], [1.664, -0.902, -2.074], [3.129, -1.283, -0.911], [2.547, 0.496, -1.477], [1.076, -1.780, 0.305], [2.622, -0.842, 1.864], [2.459, 0.985, 0.909], [1.062, 0.252, 2.138], [0.835, 1.811, -0.026], [-1.364, 2.887, -0.065], [-3.499, 1.525, 0.159], [-4.209, -0.956, -0.376]], "mulliken_charge": [-1.17, -0.01, -1.01, 0.06, 0.05, -0.67, -0.29, 0.31, -0.49, 0.53, -0.72, 0.36, 0.31, 0.29, 0.49, 0.32, 0.27, 0.27, 0.14, 0.31, 0.32, 0.34], "spin_multiplicity": 1, "homo_lumo_gap_ha": 0.324, "charge": 0}



## ii
{"formula": "C8H11NO2", "method": "the ωB97M-V functional and the def2-TZVPD basis", "species": ["C", "C", "C", "C", "N", "O", "H", "H", "H", "H", "H", "O", "C", "C", "C", "C", "H", "H", "H", "H", "H", "H"], "positions_angstrom": [[-0.177, 1.868, 1.222], [0.684, 1.120, 0.800], [1.737, 0.262, 0.330], [2.153, -0.894, 1.191], [2.184, 0.474, -0.850], [3.195, -0.433, -1.183], [-0.988, 2.502, 1.496], [1.843, -1.845, 0.680], [1.630, -0.816, 2.149], [3.233, -0.879, 1.374], [3.700, 0.000, -1.891], [-2.395, 1.688, -0.782], [-1.851, 0.618, -0.727], [-2.171, -0.428, 0.245], [-1.181, -1.550, 0.235], [-2.569, -1.797, -0.237], [-1.080, 0.289, -1.474], [-2.578, -0.081, 1.201], [-0.877, -1.852, 1.221], [-0.398, -1.564, -0.532], [-2.722, -1.894, -1.336], [-3.204, -2.407, 0.442]], "mulliken_charge": [0.14, -0.27, 0.40, -1.19, -0.47, -0.40, 0.47, 0.29, 0.31, 0.42, 0.36, -0.51, -0.40, 0.38, -0.53, -0.52, 0.28, 0.34, 0.20, 0.21, 0.25, 0.25], "spin_multiplicity": 1, "homo_lumo_gap_ha": 0.374, "charge": 0}



How far above the most stable structure does each one sit? In kcal/mol: i 0.0; ii 71.4.